120
Properties=species:S:1:pos:R:3:lowdin_charge:R:1 method="wB97M-V/def2-TZVPD" gap_ev="8.74 / 8.11" multiplicity=9 total_charge=+2
Fe -1.0825 -0.9415 2.6901 0.7915
Fe 1.2941 0.8660 -2.3773 0.8541
O 1.2390 2.8695 -1.8481 -0.0427
O 0.2974 0.4477 3.6078 -0.0317
O 0.0828 1.3848 -3.9869 -0.0139
O 2.2436 -3.5005 1.2188 -0.0949
O -2.5256 0.5820 2.8157 -0.0366
O 1.9727 4.3892 2.2863 -0.0245
O 5.5792 0.5895 -0.9808 -0.0339
O -0.2446 -0.4153 0.8825 -0.0326
O -1.9096 -1.4617 4.5552 -0.0220
O 1.7426 -0.9401 -3.4704 -0.0518
O 5.5544 3.3672 0.1491 -0.0486
O -2.6640 0.6605 -4.6315 -0.1288
O 3.8150 -2.6513 -3.3522 -0.0284
O -0.4777 -2.5425 -3.7476 -0.0751
O -0.3320 0.1692 -1.2291 -0.0394
O -0.4310 -5.2502 1.9841 -0.0258
O -2.4048 -1.1449 -2.4037 -0.0288
O 3.4181 1.1889 -2.6744 -0.0176
O 0.2581 -2.4590 2.9068 -0.0445
O -2.4025 -2.4864 1.9001 -0.0307
O -4.5908 1.1894 0.9695 -0.1065
O 2.7898 4.4237 -0.2699 -0.0281
O -2.6375 1.6421 -0.8635 -0.0297
O -3.4594 -2.9507 -0.6239 -0.1597
O 1.4553 0.1608 -0.3913 -0.0531
O -0.6738 3.8487 0.7206 -0.0808
O -1.3020 3.8293 -1.8853 -0.0363
O 2.2245 1.4480 1.9804 -0.1191
O 3.8693 -1.5112 -0.6240 -0.0356
C 0.3632 -3.4671 -1.5456 -0.0639
C -5.2954 0.0507 0.6016 -0.2938
C -3.6792 1.6044 -4.2881 -0.1083
C 3.0512 -4.0070 2.3122 -0.2856
C -4.7914 -3.4656 -0.6643 -0.1150
C -6.0218 0.3858 -0.7209 -0.0540
C -2.8628 4.7964 1.3940 -0.0449
C -1.6991 3.8039 1.6688 -0.2819
C 0.2781 -0.1154 -0.2374 -0.9354
C 4.2069 -3.1378 2.5951 -0.0766
C -0.0703 -3.6829 -3.0091 -0.2687
C 3.8183 1.8257 3.7264 -0.0380
C 3.5728 1.1990 2.3053 -0.2313
H -0.3659 -2.8811 -0.9860 0.0667
H -4.6853 1.1966 -4.1904 0.0882
H -2.1553 2.2708 -1.4006 0.0051
H 4.1974 1.6081 1.5112 0.0962
H 5.5012 2.4259 -0.0166 -0.0247
H 1.2821 -2.8808 -1.5484 0.0584
H -3.6326 4.5754 2.1333 0.0811
H -5.2550 -3.6332 0.3078 0.0832
H -2.8947 -3.1647 2.3626 0.0792
H 0.1574 -5.9569 1.7183 0.0582
H -2.6012 1.2321 3.5142 0.0913
H 6.5110 0.3953 -1.0821 0.0817
H -1.9665 1.0453 -0.5320 0.0292
H -0.8215 -4.4727 -3.0059 0.1151
H -0.8342 1.1871 -4.1771 0.0424
H 5.1622 -0.2686 -0.9035 -0.0009
H 0.0023 -3.3772 2.9947 0.0496
H -2.5681 5.8434 1.4655 0.0800
H 2.5245 -4.0836 3.2634 0.1158
H 3.1484 -0.8917 -0.5112 0.0209
H 1.4913 -4.0794 1.0756 0.0504
H -3.1471 0.8733 2.1485 0.0278
H -1.9137 4.4844 -2.2214 0.0880
H 3.7376 0.1219 2.2762 0.1053
H 2.5909 4.7726 2.9084 0.0728
H -4.7457 -4.4737 -1.0764 0.0797
H 2.0297 1.1447 1.0906 0.0531
H 0.5037 -4.4192 -1.0337 0.0747
H -2.9005 -0.5303 -2.9447 0.0433
H 3.6345 2.8891 3.8794 0.0582
H -1.4259 -1.5602 5.3753 0.0959
H -3.1874 -2.4056 -1.3659 0.0313
H -1.7459 -0.6040 -1.9683 0.0123
H -2.1822 2.8343 1.7903 0.0777
H -2.7489 -1.8921 4.7185 0.0930
H 2.3619 4.6120 0.5654 0.0073
H -5.8881 -0.2076 1.4792 0.1259
H 1.0795 -2.4846 2.4161 0.0448
H 4.1484 -2.3030 -2.5253 0.0121
H 3.4288 -4.9770 1.9887 0.1240
H 3.9270 -2.4244 3.3702 0.0786
H 4.0399 0.8735 -2.0185 0.0180
H -5.2800 0.6293 -1.4816 0.0565
H 3.1068 5.2740 -0.5743 0.0860
H 0.4228 3.3571 -1.9587 0.0199
H 3.6085 -2.2783 -0.1142 0.0334
H -3.9502 1.3813 0.2807 0.0207
H -1.1895 4.0761 2.5930 0.1191
H -6.7011 1.2180 -0.5365 0.0814
H 0.8512 -4.0874 -3.4279 0.1165
H 3.2403 1.3894 4.5410 0.0686
H 4.5017 -2.4548 -3.9895 0.0630
H -1.2218 4.0318 -0.9532 0.0120
H 0.2466 2.2159 -4.4325 0.0924
H -4.5890 -0.7300 0.3195 0.0891
H -2.6281 -2.6125 0.9784 0.0253
H 0.4645 0.8073 4.4790 0.0850
H 4.6103 -2.5203 1.7926 0.0699
H 1.7237 3.3602 -1.1844 0.0178
H 3.8891 1.1190 -3.5048 0.0927
H 0.1944 3.5639 1.0151 0.0705
H 1.9832 3.4526 2.4839 0.0139
H -3.7345 2.3583 -5.0734 0.0916
H -5.4325 -2.8694 -1.3137 0.0830
H 2.4937 -1.4299 -3.8054 0.0323
H -2.8172 0.4089 -5.5452 0.1100
H -3.4497 2.0768 -3.3330 0.0672
H 1.0065 -1.5469 -3.5481 0.0174
H 4.7402 3.7204 -0.2093 -0.0107
H -1.2451 -2.1115 -3.3643 0.0383
H 1.1088 0.6031 3.1244 0.0206
H 4.8757 1.8069 3.9900 0.0835
H -3.3450 4.6492 0.4276 0.0694
H -6.6426 -0.4200 -1.1125 0.0707
H 5.0430 -3.7512 2.9310 0.0963
H -1.2476 -5.6923 2.2163 0.0589

***

27
Properties=species:S:1:pos:R:3:lowdin_charge:R:1 method="wB97M-V/def2-TZVPD" gap_ev=8.34 total_charge=-1
Br -0.5076 6.2051 2.1829 0.6426
Ni 0.1797 -0.0813 0.2482 0.5230
O 1.8823 0.0585 -0.6330 -0.0622
O -2.8613 -2.4630 0.9787 0.0425
O 3.0742 -0.9325 -2.2719 0.0426
O -1.3683 -0.7803 1.1500 -0.0616
N 0.1665 -1.7506 -0.5620 0.0661
C -0.0122 -4.0343 -1.9633 -0.0492
C -1.0056 2.4584 0.4566 -0.1114
C -0.2722 4.3775 1.6682 -0.7100
C 0.9696 2.3424 1.7707 -0.1072
C -1.1886 3.7893 0.8165 -0.1565
C -1.8257 -1.8915 0.6828 -0.5737
C -1.0088 -3.7115 -1.0451 0.0089
C 0.8095 3.6697 2.1563 -0.1580
C -0.8848 -2.5231 -0.3491 -0.1391
C 1.0623 -3.1756 -2.1827 0.0090
C 0.0763 1.6974 0.9146 -0.1837
C 1.1143 -2.0057 -1.4472 -0.1392
C 2.1397 -0.8678 -1.4914 -0.5749
H 1.5177 4.1452 2.8226 0.0878
H 1.8320 1.8029 2.1476 0.0922
H -1.8659 -4.3464 -0.8701 0.1157
H -1.7459 2.0059 -0.1956 0.0909
H -0.0825 -4.9571 -2.5259 0.1016
H 1.8383 -3.3879 -2.9046 0.1157
H -2.0330 4.3564 0.4463 0.0881

***

43
Properties=species:S:1:pos:R:3:lowdin_charge:R:1 method="wB97M-V/def2-TZVPD" gap_ev=9.29 total_charge=+1
I -5.4422 0.8762 -0.6509 1.1557
Cu -4.3293 1.5970 1.5060 0.2731
F 1.8538 -1.4834 0.7985 0.1259
F 0.9799 -2.9297 -2.9188 0.1679
F 1.1982 -3.4874 -0.7954 0.1411
F 2.0473 -0.4045 -2.2748 0.1474
F 4.1386 3.6312 -1.3627 0.2001
F 1.0757 1.0713 -0.3453 0.1312
F -1.3089 -2.7792 -1.9793 0.1174
F 3.8758 -1.9894 0.1072 0.1755
F 3.6943 2.9908 1.0056 0.1721
F 3.9919 0.1755 1.3314 0.1732
F 4.1070 0.6731 -0.8018 0.1756
F 1.5866 3.5438 0.7913 0.1440
F 2.1430 4.4349 -1.4256 0.2028
F 1.7628 1.1961 1.7228 0.1476
F 2.5094 2.4424 -2.1274 0.1757
F 3.2463 -2.2311 -2.2038 0.1721
F -0.5680 -0.7142 -2.0904 0.1236
O -2.1496 1.6122 2.2517 0.1162
O -6.0107 -1.2683 1.2676 0.1377
O -1.8496 1.4056 0.0167 0.1577
N -2.5819 -0.3934 1.2671 -0.0362
C -2.1493 0.9237 1.0619 -0.6277
C -3.8560 -0.5630 1.9310 -0.1464
C -2.3482 -1.3004 0.1187 -0.1035
C 3.2909 0.2629 0.1868 -0.3344
C 2.5930 2.8118 0.2560 -0.3125
C -0.4456 -1.8806 -1.3978 -0.4081
C -5.1576 -0.5471 1.0449 -0.7196
C 2.1633 1.3186 0.4341 -0.3157
C 2.2772 -1.5400 -1.5845 -0.3142
C 2.8155 -1.2000 -0.1271 -0.2947
C -0.8639 -1.6953 0.0446 -0.0323
C 0.9924 -2.4568 -1.6613 -0.3243
C 2.8554 3.3497 -1.2117 -0.5528
H -2.9711 -2.1828 0.2824 0.1443
H -3.9179 0.1462 2.7863 0.1489
H -0.6752 -2.6183 0.5909 0.1434
H -1.7427 2.4829 2.0799 0.1634
H -2.6688 -0.8250 -0.8099 0.1129
H -3.8992 -1.5543 2.3934 0.1643
H -0.2626 -0.9022 0.4915 0.1116

***

35
Properties=species:S:1:pos:R:3:lowdin_charge:R:1 method="wB97M-V/def2-TZVPD" gap_ev="4.34 / 4.27" multiplicity=2 total_charge=+3
I 3.0418 3.5025 3.4139 1.1773
Mn -0.0544 -0.6058 -1.3510 0.5238
S 0.6074 -0.5708 -3.5859 1.0660
S -2.1723 -0.1058 -2.0035 1.1368
F 0.7857 1.2253 -0.9633 0.0538
O -1.5829 2.3533 -0.4346 0.1587
O -1.1183 -3.7800 0.6252 0.3002
O -2.3217 -0.4627 2.9831 0.2183
O -0.2274 -1.9635 -0.4114 -0.1549
N -4.2073 0.3337 -5.0309 0.3554
N -0.2500 -0.5628 2.0034 0.0463
N 3.1880 0.0508 1.0040 0.1195
N 1.9386 -0.5694 0.9620 0.1237
N -1.7706 1.2282 1.5668 0.2454
N -0.9063 -0.3057 -6.9370 0.3570
C 3.4375 1.2002 1.5292 -0.0159
C 0.0380 0.7165 0.0979 -0.1968
C -2.0939 -0.0858 -3.6341 -0.5383
C 1.1727 1.4251 2.2259 0.0075
C -0.2533 -2.0169 2.0848 0.0008
C -1.5149 0.0172 2.2549 -0.4308
C -0.8582 -0.3040 -5.7845 -0.1740
C 2.4221 1.9101 2.2759 -0.7110
C -3.2580 0.1494 -4.4030 -0.1726
C -1.2020 1.5480 0.3697 -0.4556
C -0.6301 -2.7424 0.8004 -0.3257
C -0.8012 -0.3105 -4.3720 -0.5713
C 0.7834 0.2466 1.3430 -0.3393
H 0.3863 1.8633 2.8269 0.1364
H 2.0123 -1.4516 1.4614 0.1562
H -1.0089 -2.2871 2.8275 0.1674
H 3.9189 -0.4807 0.5367 0.2100
H 4.4527 1.5678 1.4138 0.1602
H -2.6319 1.7027 1.8305 0.2070
H 0.6782 -2.4352 2.4741 0.1584